1.
DFT (wB97M-V/def2-TZVPD) results for 11 unconnected molecules or ions with the total composition C17H58N12O11 at a distorted geometry.

Values from the calculation:
energy = -58974.83700 eV
lowest unoccupied orbital energy = -0.07 eV
highest occupied orbital energy = -0.3094 Eh
SMILES = COC[C@H](C)N.COC[C@H](C)N.NC(N)=O.NC(N)=O.NC(N)=O.NC(N)=O.NC(N)=O.CO.CO.CO.CO
energy relative to the best compared isomer or geometry (same formula, charge and spin) = 0.0 kcal/mol
F_max = 0.065 Eh/bohr

Bonds (Å) are listed after each position.
Atoms and positions in Å:
1 C -3.178 5.049 3.855  O2 1.441, H7 1.093, H8 1.092, H9 1.085
2 O -3.741 3.892 3.208  C1 1.441, C3 1.416
3 C -3.252 3.654 1.900  O2 1.416, C4 1.539, H10 1.097, H11 1.095
4 C -3.762 2.361 1.239  C3 1.539, C5 1.541, N6 1.459, H12 1.094
5 C -3.460 2.360 -0.272  C4 1.541, H13 1.091, H14 1.088, H15 1.099
6 N -5.218 2.342 1.332  C4 1.459, H16 1.016, H17 1.014
7 H -3.532 5.974 3.392  C1 1.093
8 H -2.103 5.023 3.667  C1 1.092
9 H -3.503 5.005 4.889  C1 1.085
10 H -3.544 4.542 1.328  C3 1.097
11 H -2.157 3.668 1.906  C3 1.095
12 H -3.206 1.560 1.734  C4 1.094
13 H -3.458 3.313 -0.803  C5 1.091
14 H -4.041 1.601 -0.793  C5 1.088
15 H -2.414 2.092 -0.474  C5 1.099
16 H -5.503 2.858 2.160  N6 1.016
17 H -5.532 1.397 1.527  N6 1.014
18 C -2.303 -5.360 -1.171  O19 1.421, H24 1.096, H25 1.085, H26 1.095
19 O -3.531 -4.678 -0.956  C18 1.421, C20 1.413
20 C -3.568 -3.976 0.270  O19 1.413, C21 1.514, H27 1.097, H28 1.093
21 C -4.046 -2.555 0.062  C20 1.514, C22 1.536, N23 1.482, H29 1.093
22 C -2.973 -1.667 -0.585  C21 1.536, H30 1.090, H31 1.093, H32 1.093
23 N -4.314 -1.943 1.385  C21 1.482, H33 1.012, H34 1.018
24 H -1.526 -4.603 -1.328  C18 1.096
25 H -2.387 -6.103 -1.957  C18 1.085
26 H -1.912 -5.788 -0.241  C18 1.095
27 H -4.298 -4.458 0.933  C20 1.097
28 H -2.634 -3.992 0.838  C20 1.093
29 H -4.966 -2.523 -0.526  C21 1.093
30 H -2.110 -1.513 0.062  C22 1.090
31 H -3.342 -0.690 -0.908  C22 1.093
32 H -2.645 -2.069 -1.548  C22 1.093
33 H -4.935 -1.146 1.329  N23 1.012
34 H -4.836 -2.652 1.896  N23 1.018
35 N 2.314 -1.533 -4.778  C36 1.354, H39 1.005, H40 1.001
36 C 2.222 -2.760 -4.212  N35 1.354, N37 1.326, O38 1.248
37 N 1.171 -2.973 -3.433  C36 1.326, H41 1.013, H42 1.003
38 O 3.011 -3.707 -4.402  C36 1.248
39 H 1.515 -0.958 -4.578  N35 1.005
40 H 3.060 -1.322 -5.412  N35 1.001
41 H 0.418 -2.298 -3.371  N37 1.013
42 H 1.112 -3.870 -2.988  N37 1.003
43 N 5.112 -0.060 -2.199  C44 1.359, H47 1.010, H48 1.002
44 C 4.688 0.969 -2.979  N43 1.359, N45 1.348, O46 1.230
45 N 3.390 1.281 -2.794  C44 1.348, H49 1.006, H50 1.005
46 O 5.411 1.594 -3.754  C44 1.230
47 H 4.407 -0.440 -1.583  N43 1.010
48 H 5.995 -0.532 -2.219  N43 1.002
49 H 2.820 0.714 -2.189  N45 1.006
50 H 3.150 2.140 -3.256  N45 1.005
51 N -0.233 1.166 -4.483  C52 1.376, H55 1.003, H56 1.008
52 C -1.072 0.116 -4.183  N51 1.376, N53 1.346, O54 1.234
53 N -2.312 0.415 -4.612  C52 1.346, H57 1.007, H58 1.000
54 O -0.833 -0.805 -3.398  C52 1.234
55 H -0.431 1.786 -5.246  N51 1.003
56 H 0.719 1.251 -4.165  N51 1.008
57 H -2.983 -0.335 -4.651  N53 1.007
58 H -2.414 1.272 -5.117  N53 1.000
59 N -0.037 0.424 -0.562  C60 1.356, H63 1.009, H64 1.003
60 C 1.156 -0.159 -0.285  N59 1.356, N61 1.352, O62 1.249
61 N 1.647 0.279 0.896  C60 1.352, H65 1.016, H66 1.006
62 O 1.684 -1.011 -1.029  C60 1.249
63 H -0.581 0.156 -1.368  N59 1.009
64 H -0.462 1.008 0.134  N59 1.003
65 H 2.568 -0.036 1.188  N61 1.016
66 H 0.998 0.888 1.364  N61 1.006
67 N 6.004 -0.291 3.269  C68 1.347, H71 1.004, H72 1.003
68 C 5.333 -0.147 2.110  N67 1.347, N69 1.346, O70 1.234
69 N 6.078 0.295 1.080  C68 1.346, H73 1.006, H74 1.004
70 O 4.144 -0.446 1.968  C68 1.234
71 H 5.510 -0.668 4.058  N67 1.004
72 H 6.932 0.082 3.334  N67 1.003
73 H 5.755 0.257 0.128  N69 1.006
74 H 7.044 0.517 1.244  N69 1.004
75 C -0.970 -1.391 2.776  O76 1.421, H77 1.087, H78 1.091, H79 1.099
76 O -1.857 -2.500 2.834  C75 1.421, H80 0.971
77 H -0.335 -1.383 3.658  C75 1.087
78 H -0.492 -1.249 1.806  C75 1.091
79 H -1.608 -0.502 2.876  C75 1.099
80 H -2.622 -2.312 2.267  O76 0.971
81 C 3.746 3.369 1.147  O82 1.403, H83 1.093, H84 1.097, H85 1.089
82 O 3.671 4.251 0.059  C81 1.403, H86 0.957
83 H 4.025 3.890 2.067  C81 1.093
84 H 2.757 2.919 1.297  C81 1.097
85 H 4.337 2.463 1.019  C81 1.089
86 H 2.905 4.824 0.098  O82 0.957
87 C 2.045 -3.409 1.105  O88 1.407, H89 1.090, H90 1.098, H91 1.093
88 O 1.273 -3.647 -0.049  C87 1.407, H92 0.972
89 H 2.709 -2.547 1.051  C87 1.090
90 H 1.368 -3.294 1.962  C87 1.098
91 H 2.617 -4.304 1.365  C87 1.093
92 H 1.192 -2.758 -0.434  O88 0.972
93 C -0.428 2.199 3.228  O94 1.440, H95 1.095, H96 1.092, H97 1.086
94 O 0.328 2.415 2.022  C93 1.440, H98 0.957
95 H 0.218 1.517 3.790  C93 1.095
96 H -0.306 3.141 3.766  C93 1.092
97 H -1.450 1.835 3.286  C93 1.086
98 H 0.800 3.241 2.129  O94 0.957

---

2.
DFT (wB97M-V/def2-TZVPD) results for 12 unconnected molecules or ions with the total composition C17H58N6O17 at a distorted geometry.

Values from the calculation:
energy = -62317.17704 eV
lowest unoccupied orbital energy = 0.48 eV
highest occupied orbital energy = -0.3569 Eh
SMILES = NC(N)=O.NC(N)=O.NC(N)=O.OCCO.OCCO.OCCO.OCCO.OCCO.CO.CO.CO.CO
F_max = 0.087 Eh/bohr

Bonds (Å) are listed after each position.
Atoms and positions in Å:
1 N -4.281 -14.521 6.940  C2 1.332, H5 1.048, H6 0.981
2 C -3.616 -15.560 6.436  N1 1.332, N3 1.319, O4 1.227
3 N -3.817 -15.913 5.181  C2 1.319, H7 1.013, H8 1.025
4 O -2.782 -16.139 7.124  C2 1.227
5 H -4.139 -14.405 7.971  N1 1.048
6 H -5.099 -14.127 6.569  N1 0.981
7 H -4.267 -15.171 4.658  N3 1.013
8 H -3.015 -16.361 4.727  N3 1.025
9 N -2.646 -9.488 8.943  C10 1.384, H13 0.998, H14 1.029
10 C -2.967 -10.678 9.574  N9 1.384, N11 1.401, O12 1.228
11 N -4.340 -10.950 9.511  C10 1.401, H15 1.003, H16 0.996
12 O -2.103 -11.322 10.163  C10 1.228
13 H -1.866 -8.956 9.265  N9 0.998
14 H -3.409 -8.896 8.590  N9 1.029
15 H -4.620 -11.816 9.933  N11 1.003
16 H -4.838 -10.793 8.662  N11 0.996
17 N -6.852 -14.277 11.346  C18 1.435, H21 0.991, H22 1.044
18 C -5.561 -14.412 10.732  N17 1.435, N19 1.382, O20 1.248
19 N -4.592 -15.213 11.305  C18 1.382, H23 1.034, H24 1.052
20 O -5.269 -13.788 9.691  C18 1.248
21 H -7.590 -13.820 10.868  N17 0.991
22 H -7.048 -15.048 12.022  N17 1.044
23 H -3.679 -15.224 10.820  N19 1.034
24 H -4.724 -15.880 12.107  N19 1.052
25 O -0.173 -15.090 7.561  C26 1.410, H29 0.955
26 C -0.169 -14.198 8.652  O25 1.410, C27 1.479, H30 1.120, H31 1.110
27 C -1.482 -14.010 9.306  C26 1.479, O28 1.490, H32 1.085, H33 1.078
28 O -2.013 -15.295 9.841  C27 1.490, H34 0.998
29 H -1.066 -15.356 7.350  O25 0.955
30 H 0.594 -14.529 9.402  C26 1.120
31 H 0.157 -13.235 8.205  C26 1.110
32 H -2.203 -13.544 8.642  C27 1.085
33 H -1.294 -13.424 10.191  C27 1.078
34 H -2.382 -15.820 9.077  O28 0.998
35 O -9.375 -15.889 15.057  C36 1.457, H39 0.963
36 C -9.010 -14.650 14.383  O35 1.457, C37 1.474, H40 1.082, H41 1.072
37 C -7.970 -13.976 15.181  C36 1.474, O38 1.399, H42 1.083, H43 1.076
38 O -7.761 -12.649 14.788  C37 1.399, H44 0.932
39 H -10.305 -16.095 14.913  O35 0.963
40 H -8.748 -14.881 13.359  C36 1.082
41 H -9.829 -13.959 14.397  C36 1.072
42 H -7.063 -14.534 14.991  C37 1.083
43 H -8.096 -14.107 16.242  C37 1.076
44 H -6.936 -12.577 14.359  O38 0.932
45 O -3.435 -17.994 14.045  C46 1.401, H49 0.967
46 C -2.517 -18.187 13.005  O45 1.401, C47 1.497, H50 1.096, H51 1.095
47 C -2.896 -19.291 12.068  C46 1.497, O48 1.408, H52 1.123, H53 1.104
48 O -1.949 -19.580 11.066  C47 1.408, H54 0.962
49 H -3.037 -17.220 14.467  O45 0.967
50 H -2.374 -17.273 12.418  C46 1.096
51 H -1.551 -18.406 13.472  C46 1.095
52 H -3.842 -18.972 11.555  C47 1.123
53 H -3.088 -20.194 12.673  C47 1.104
54 H -1.604 -18.721 10.803  O48 0.962
55 O -7.853 -19.498 12.108  C56 1.431, H59 0.999
56 C -6.788 -19.512 13.063  O55 1.431, C57 1.561, H60 1.085, H61 1.085
57 C -6.608 -18.108 13.719  C56 1.561, O58 1.400, H62 1.086, H63 1.097
58 O -6.396 -17.116 12.753  C57 1.400, H64 0.975
59 H -8.717 -19.625 12.593  O55 0.999
60 H -6.944 -20.260 13.833  C56 1.085
61 H -5.929 -19.788 12.459  C56 1.085
62 H -5.765 -18.078 14.402  C57 1.086
63 H -7.495 -17.898 14.331  C57 1.097
64 H -6.449 -17.402 11.822  O58 0.975
65 O -6.816 -17.476 10.022  C66 1.433, H69 0.971
66 C -6.040 -17.388 8.820  O65 1.433, C67 1.515, H70 1.107, H71 1.066
67 C -4.843 -18.311 8.919  C66 1.515, O68 1.385, H72 1.127, H73 1.104
68 O -5.293 -19.599 9.157  C67 1.385, H74 0.940
69 H -7.123 -18.394 10.107  O65 0.971
70 H -6.693 -17.660 7.969  C66 1.107
71 H -5.765 -16.365 8.706  C66 1.066
72 H -4.168 -17.978 9.759  C67 1.127
73 H -4.274 -18.247 7.975  C67 1.104
74 H -4.526 -20.141 9.176  O68 0.940
75 C -3.889 -12.199 12.990  O76 1.443, H77 1.076, H78 1.103, H79 1.163
76 O -4.725 -12.541 14.115  C75 1.443, H80 0.976
77 H -3.002 -12.800 12.895  C75 1.076
78 H -4.614 -12.225 12.160  C75 1.103
79 H -3.624 -11.067 13.026  C75 1.163
80 H -4.194 -12.515 14.933  O76 0.976
81 C 0.695 -17.494 10.793  O82 1.395, H83 1.079, H84 1.074, H85 1.095
82 O -0.234 -16.671 11.428  C81 1.395, H86 0.954
83 H 1.645 -17.537 11.303  C81 1.079
84 H 0.284 -18.486 10.779  C81 1.074
85 H 0.879 -17.214 9.750  C81 1.095
86 H -0.551 -15.905 10.956  O82 0.954
87 C -8.469 -11.347 11.066  O88 1.451, H89 1.095, H90 1.063, H91 1.090
88 O -9.241 -12.540 10.769  C87 1.451, H92 0.981
89 H -8.526 -11.133 12.138  C87 1.095
90 H -7.476 -11.538 10.738  C87 1.063
91 H -8.938 -10.577 10.453  C87 1.090
92 H -10.020 -12.631 11.359  O88 0.981
93 C -8.000 -14.307 7.797  O94 1.477, H95 1.097, H96 1.072, H97 1.086
94 O -6.807 -13.510 7.445  C93 1.477, H98 0.976
95 H -8.735 -13.701 8.341  C93 1.097
96 H -8.414 -14.597 6.851  C93 1.072
97 H -7.793 -15.226 8.337  C93 1.086
98 H -6.406 -13.406 8.328  O94 0.976